(1)
Here is 2 unconnected molecules or ions with the total composition C3H9NO3 from OMol25. Energies are from ωB97M-V/def2-TZVPD.

Results
E   -400.1936 a.u.
SMILES   C[C@H](N)C(=O)O.O
Multiplicity   1
Highest occupied orbital energy   -0.363 hartree
Relative energy (zero: lowest compared OMol25 entry of this formula, charge and spin)   17.48 kcal/mol
Orbital gap   10.52 eV

Structure (XYZ):
```
16
Properties=species:S:1:pos:R:3:forces:R:3:lowdin_charge:R:1
O 0.204 0.595 -3.168 0.0 -0.3 0.0 -0.06
O -0.157 1.560 -0.369 -0.3 -0.6 0.1 0.07
O -2.055 1.330 0.788 0.0 -0.2 0.3 0.12
N -0.605 -1.359 0.000 -0.2 0.2 0.2 0.07
C 1.156 -0.174 1.418 -0.1 -0.4 0.2 -0.05
C -0.959 0.917 0.540 0.3 0.5 -0.6 -0.48
C -0.304 -0.367 1.023 -0.1 0.6 0.3 -0.37
H 0.139 -1.522 -0.652 0.4 -0.1 -0.1 0.07
H 1.803 0.209 0.631 -0.2 0.0 -0.1 0.08
H 1.206 0.500 2.274 0.1 0.0 0.0 0.09
H 1.528 -1.152 1.732 0.1 0.1 0.0 0.08
H 0.669 -0.208 -3.427 0.0 0.1 -0.1 0.03
H -0.159 0.377 -2.301 0.0 0.1 0.0 0.00
H -0.744 2.149 -0.860 0.1 0.4 0.1 0.13
H -0.884 -2.215 0.438 0.0 -0.4 -0.1 0.07
H -0.838 -0.639 1.934 -0.2 -0.1 -0.1 0.14
```
Positions in Å, forces in eV/Å.

=====

(2)
Here is 2 unconnected molecules or ions with the total composition C3H9NO3 at a distorted geometry from OMol25. Energies are from ωB97M-V/def2-TZVPD.

Results
E   -400.2093 a.u.
SMILES   CCNC(=O)O.O
Multiplicity   1
Highest occupied orbital energy   -0.368 hartree
Relative energy (zero: lowest compared OMol25 entry of this formula, charge and spin)   7.63 kcal/mol
Orbital gap   10.75 eV

Structure (XYZ):
```
16
Properties=species:S:1:pos:R:3:forces:R:3:lowdin_charge:R:1
O 2.532 1.536 -0.267 -0.2 -0.4 0.2 0.11
O 0.484 1.881 0.561 0.0 -0.8 0.7 0.06
O -1.762 0.169 2.331 -0.9 -1.6 -1.1 -0.03
N 0.845 0.307 -1.060 -0.8 -0.4 -0.3 0.07
C 1.218 1.227 -0.160 -0.2 1.2 -1.1 -0.62
C -0.390 -1.763 -0.564 -1.4 -0.8 0.1 -0.09
C -0.489 -0.305 -1.025 0.8 -0.5 0.8 -0.20
H -0.137 -2.489 -1.341 0.1 0.3 -0.1 0.07
H 1.396 0.177 -1.895 0.3 -0.1 0.4 0.15
H 2.607 2.208 0.415 0.5 0.5 0.1 0.11
H 0.234 -1.997 0.287 0.6 0.7 0.1 0.07
H -1.117 0.239 -0.317 0.2 0.1 -0.2 0.10
H -1.960 0.331 3.234 0.1 0.6 1.0 0.02
H -0.951 -0.229 -2.002 -0.1 0.0 -0.2 0.11
H -1.372 -2.066 -0.171 0.0 0.1 -0.4 0.07
H -1.137 0.773 1.973 0.9 1.1 0.0 -0.01
```
Positions in Å, forces in eV/Å.

=====

(3)
Here is 2 unconnected molecules or ions with the total composition C3H9NO3 at a distorted geometry from OMol25. Energies are from ωB97M-V/def2-TZVPD.

Results
E   -400.1366 a.u.
SMILES   CNCC(=O)O.O
Multiplicity   1
Highest occupied orbital energy   -0.318 hartree
Relative energy (zero: lowest compared OMol25 entry of this formula, charge and spin)   53.29 kcal/mol
Orbital gap   8.87 eV

Structure (XYZ):
```
16
Properties=species:S:1:pos:R:3:forces:R:3:lowdin_charge:R:1
O 1.261 -2.148 -0.580 -2.1 1.4 -1.5 0.07
O -6.026 1.892 0.663 2.2 0.5 0.7 -0.12
O -0.217 -0.660 -1.705 -0.6 -0.3 0.5 0.06
N 1.589 0.837 0.724 -0.8 0.7 -2.4 -0.14
C 2.091 0.245 1.890 -2.7 -0.1 2.2 -0.16
C 0.893 -1.047 -0.985 1.1 -1.1 2.2 -0.44
C 1.810 0.134 -0.543 1.1 0.5 -0.2 -0.15
H 0.740 1.395 0.842 0.6 -0.7 -0.4 0.12
H -5.788 2.838 0.879 -0.4 -1.6 -0.4 0.05
H 1.852 -0.834 1.913 -0.1 0.3 0.6 0.08
H -1.124 -1.103 -1.669 2.3 -0.1 0.3 0.16
H -5.170 1.390 0.851 -1.8 1.1 -0.4 0.06
H 3.123 0.342 2.024 1.8 0.3 0.0 0.05
H 2.872 -0.245 -0.506 -1.2 -0.1 0.2 0.14
H 1.567 0.846 2.731 1.0 -1.5 -0.8 0.12
H 1.896 0.852 -1.332 -0.5 0.7 -0.6 0.10
```
Positions in Å, forces in eV/Å.

=====

(4)
Here is C3H9NO3S2 in the gas phase at a distorted geometry from OMol25. Energies are from ωB97M-V/def2-TZVPD.

Results
E   -1196.5123 a.u.
SMILES   C[C@@H](NCS)S(=O)(=O)O
Multiplicity   1
Highest occupied orbital energy   -0.353 hartree
Relative energy (zero: lowest compared OMol25 entry of this formula, charge and spin)   0.00 kcal/mol
Orbital gap   10.20 eV

Structure (XYZ):
```
18
Properties=species:S:1:pos:R:3:forces:R:3:lowdin_charge:R:1
S 0.367 0.242 1.538 -0.5 -0.5 0.3 0.60
S -1.344 -2.273 -0.012 -0.4 -0.2 -0.5 0.74
O 0.968 1.291 2.288 -0.3 0.3 0.1 -0.26
O -1.062 -0.065 2.172 0.5 0.6 0.3 -0.20
O 1.085 -1.003 1.438 0.0 0.3 0.0 -0.33
N 0.484 -0.437 -1.142 -1.0 3.6 1.8 -0.07
C -0.548 -1.343 -1.438 -0.4 -0.7 0.2 -0.56
C -0.079 0.841 -0.140 2.0 -3.5 -1.7 -0.28
C 0.657 2.099 -0.485 0.2 0.3 0.0 -0.08
H -0.022 2.949 -0.509 0.0 0.1 0.1 0.09
H -1.383 -0.925 1.841 0.1 -0.1 -0.3 -0.01
H 1.239 -0.851 -0.605 -0.1 -0.1 -0.1 0.07
H -0.169 -2.112 -2.112 -0.1 0.1 0.0 0.08
H 1.137 2.005 -1.457 -0.1 -0.1 0.0 0.08
H -1.390 -0.831 -1.906 0.1 -0.1 -0.1 0.07
H -0.206 -2.730 0.503 0.2 -0.2 0.1 -0.13
H -1.154 0.858 -0.242 -0.1 0.0 0.1 0.11
H 1.420 2.286 0.269 0.0 0.2 -0.1 0.07
```
Positions in Å, forces in eV/Å.

=====

(5)
Here is 3 unconnected molecules or ions with the total composition C3H9NO4 at a distorted geometry from OMol25. Energies are from ωB97M-V/def2-TZVPD.

Results
E   -475.0094 a.u.
Multiplicity   2
Highest occupied orbital energy (spin up / spin down)   -0.513 / -0.513 hartree
Relative energy (zero: lowest compared OMol25 entry of this formula, charge and spin)   45.00 kcal/mol
Net charge   +1
Orbital gap (spin up / spin down)   8.41 / 3.78 eV

Structure (XYZ):
```
17
Properties=species:S:1:pos:R:3:forces:R:3:mulliken_spin:R:1
O -3.289 -1.094 -1.045 -1.3 -2.6 2.6 0.00
O 4.693 0.659 2.102 -0.4 4.6 1.4 0.00
O 0.005 1.725 -2.115 -0.7 0.1 -0.3 0.75
O 0.526 -1.416 0.967 1.6 -2.2 0.8 0.14
N 0.228 0.115 -0.593 -1.3 1.5 -2.3 0.10
C -1.570 -0.238 1.052 0.1 1.7 2.1 0.02
C -0.538 1.110 -1.208 2.4 -1.8 1.9 -0.04
C -0.251 -0.676 0.540 -1.2 3.1 0.1 -0.01
H -1.678 0.814 1.476 1.4 -0.7 -0.5 0.00
H -2.235 -0.093 0.202 -0.9 -1.7 1.0 0.00
H 1.067 -0.206 -1.084 0.0 0.2 0.3 0.00
H -3.008 -0.634 -1.774 0.6 1.1 -3.3 0.00
H -1.684 -0.773 2.043 -1.0 -0.2 -1.7 0.01
H 5.338 0.752 1.450 1.4 -0.6 -1.5 0.00
H 4.325 -0.144 2.239 -1.1 -4.0 0.1 0.00
H -3.556 -2.015 -1.276 0.3 1.3 -0.1 0.00
H -1.493 1.321 -0.698 0.1 0.4 -0.6 0.04
```
Positions in Å, forces in eV/Å.

=====

(6)
Here is 2 unconnected molecules or ions with the total composition C3H9NOP at a distorted geometry from OMol25. Energies are from ωB97M-V/def2-TZVPD.

Results
E   -590.6120 a.u.
Multiplicity   1
Highest occupied orbital energy (spin up / spin down)   -0.494 / -0.470 hartree
Relative energy (zero: lowest compared OMol25 entry of this formula, charge and spin)   104.46 kcal/mol
Net charge   +1
Orbital gap (spin up / spin down)   8.54 / 7.98 eV

Structure (XYZ):
```
15
Properties=species:S:1:pos:R:3:forces:R:3:lowdin_charge:R:1
P -2.739 0.195 0.675 0.5 2.8 -1.0 0.61
O 0.684 1.195 -0.708 -2.4 -2.3 0.8 -0.03
N 0.300 -1.118 -0.657 -1.6 2.5 4.2 0.10
C 1.059 0.729 0.579 -2.4 -2.3 0.5 -0.20
C 1.393 -0.721 0.325 2.8 -1.0 -1.0 -0.06
C -0.278 0.221 -1.018 -0.9 2.2 0.0 -0.14
H 2.377 -0.628 -0.318 -1.6 -1.2 1.6 0.18
H 0.292 0.640 1.370 -0.4 1.2 -0.7 0.12
H -0.776 0.488 -1.954 0.2 -1.1 0.1 0.13
H 0.580 -1.565 -1.423 2.0 -2.4 -4.0 0.12
H 1.319 -1.480 1.204 0.8 1.6 -1.6 0.18
H -0.260 -1.787 -0.111 -0.8 0.7 -0.6 0.17
H -2.207 1.422 1.405 -0.6 -1.5 -0.8 -0.16
H -3.558 1.112 -0.271 1.2 -1.3 1.2 -0.14
H 1.814 1.295 0.901 3.2 2.0 1.4 0.10
```
Positions in Å, forces in eV/Å.

=====

(7)
Here is 2 unconnected molecules or ions with the total composition C3H9NOS at a distorted geometry from OMol25. Energies are from ωB97M-V/def2-TZVPD.

Results
E   -647.8766 a.u.
SMILES   NC=O.CSC
Multiplicity   1
Highest occupied orbital energy   -0.308 hartree
Relative energy (zero: lowest compared OMol25 entry of this formula, charge and spin)   13.51 kcal/mol
Orbital gap   9.20 eV

Structure (XYZ):
```
15
Properties=species:S:1:pos:R:3:forces:R:3:lowdin_charge:R:1
S 1.532 0.559 -1.405 0.0 -0.1 -0.3 0.73
O -1.827 -1.278 1.294 -0.3 0.3 -0.5 0.02
N -0.088 -1.422 2.737 -0.4 -0.7 0.7 0.11
C -1.378 -1.657 2.341 0.2 0.0 0.2 -0.42
C 0.376 1.346 -0.286 -0.3 0.7 0.8 -0.45
C 0.687 0.774 -3.005 0.1 0.3 0.0 -0.42
H -2.008 -2.189 3.063 0.1 -0.1 0.3 0.12
H -0.255 1.308 -2.917 0.0 0.0 0.3 0.03
H 0.230 0.785 0.637 -0.1 -0.5 -0.3 0.00
H 1.315 1.366 -3.663 0.1 0.0 -0.1 0.02
H 0.341 -2.079 3.378 -0.2 0.3 0.0 0.10
H -0.579 1.472 -0.787 -0.1 -0.1 0.1 0.03
H 0.688 2.324 0.095 0.2 0.1 -0.5 0.03
H 0.500 -1.133 1.992 0.6 0.3 -0.6 0.07
H 0.466 -0.175 -3.475 0.1 -0.3 0.0 0.02
```
Positions in Å, forces in eV/Å.

=====

(8)
Here is 2 unconnected molecules or ions with the total composition C3H9NOS at a distorted geometry from OMol25. Energies are from ωB97M-V/def2-TZVPD.

Results
E   -647.7842 a.u.
Multiplicity   1
Highest occupied orbital energy   -0.330 hartree
Relative energy (zero: lowest compared OMol25 entry of this formula, charge and spin)   71.43 kcal/mol
Orbital gap   9.49 eV

Structure (XYZ):
```
15
Properties=species:S:1:pos:R:3:forces:R:3:lowdin_charge:R:1
S 0.288 0.637 0.715 -1.0 -0.6 0.8 0.83
O 0.950 1.738 0.029 0.1 0.7 -0.6 -0.50
N 0.197 1.012 2.381 -1.1 0.0 0.5 -0.26
C 1.220 1.067 3.076 2.3 -0.4 0.7 -0.11
C -1.596 0.761 0.706 3.0 -2.2 -2.0 -0.17
C 0.425 -1.543 -2.189 -1.1 1.2 0.4 -0.06
H -0.495 -1.210 -2.712 0.7 0.1 -0.1 0.02
H 0.454 -0.879 -1.239 0.7 -1.3 -1.9 -0.02
H 0.162 -2.547 -1.924 0.2 -0.7 0.5 0.00
H -1.846 0.099 -0.133 -0.6 -0.1 0.7 0.04
H 2.253 0.920 2.674 -0.6 0.2 0.2 0.09
H 1.281 -1.594 -2.899 -0.5 0.6 0.9 0.03
H 1.155 1.174 4.174 -0.1 0.2 -0.5 0.08
H -1.740 1.727 0.402 -0.9 2.6 -0.2 0.01
H -1.733 0.485 1.716 -1.2 -0.3 0.6 0.02
```
Positions in Å, forces in eV/Å.

=====

- What is the E in the third record?
  -400.1366 a.u.

=====

- The highest E belongs to which entry?
  number 3